Computed, not measured: a 2-piece molecular cluster, CH7N2S2 overall in a non-equilibrium geometry, with ωB97M-V/def2-TZVPD.

LUMO (alpha / beta) = -7.5 / -7.5 eV
Energy above the lowest of the compared OMol25 structures with the same formula, charge and spin = 115.5 kcal per mole
Multiplicity = 1
Charge = +1

Each atom is followed by the atoms it is bonded to, with distances in Å.
Cartesian coordinates (Å):
1 H -1.04 -2.47 -0.31  S12 1.338
2 S 1.67 -1.47 0.38  N4 1.589, H6 1.345
3 H -0.40 0.73 0.99  C11 1.088
4 N 0.92 -0.21 -0.22  S2 1.589, C11 1.368
5 N 0.09 1.94 -0.58  H8 0.977, H9 1.074, C11 1.460
6 H 2.02 -1.93 -0.83  S2 1.345
7 H 0.91 1.51 1.23  C11 1.089
8 H 0.41 1.93 -1.50  N5 0.977
9 H -0.87 2.39 -0.42  N5 1.074
10 H -2.66 -1.98 0.54  S12 1.272
11 C 0.49 0.94 0.40  H3 1.088, N4 1.368, N5 1.460, H7 1.089
12 S -1.55 -1.40 0.31  H1 1.338, H10 1.272

Atom-resolved charges from natural (NBO), all expressed in e: number 1, H, carries 0.16; number 2, S, carries 0.73; number 3, H, carries 0.33; number 4, N, carries -0.39; number 5, N, carries -0.79; number 6, H, carries 0.15; number 7, H, carries 0.32; number 8, H, carries 0.40; number 9, H, carries 0.41; number 10, H, carries 0.16; number 11, C, carries -0.21; number 12, S, carries -0.27